(1)
The following is a quantum chemistry calculation of a molecular structure, C53H51ClNO3P2Y at a distorted geometry, from the OMol25 dataset.

The value obtained for the electronic energy is -95550.68459 eV. As for the gap between HOMO and LUMO: 7.1 eV.

Element x y z (Å)
Y: 0.220 6.804 3.825
O: -1.166 3.488 4.746
C: -0.969 4.672 4.457
C: -2.185 5.709 4.321
C: -2.130 6.673 5.358
C: -2.351 8.029 5.101
C: -2.688 8.494 3.833
C: -3.084 7.518 2.976
C: -2.873 6.160 3.150
P: -2.508 4.873 1.726
C: -3.388 3.364 2.207
C: -2.700 2.141 2.296
C: -3.459 0.970 2.421
C: -4.867 1.021 2.619
C: -5.480 2.278 2.775
C: -4.790 3.409 2.437
C: -3.426 5.187 0.264
C: -4.124 4.188 -0.392
C: -4.510 4.416 -1.648
C: -4.330 5.606 -2.338
C: -3.651 6.612 -1.696
C: -3.127 6.336 -0.443
H: -1.475 6.375 6.202
H: -1.790 8.712 5.736
H: -2.668 9.534 3.588
H: -3.335 7.775 1.945
H: -1.629 2.165 2.430
H: -2.970 0.035 2.396
H: -5.421 0.100 2.508
H: -6.508 2.415 3.101
H: -5.236 4.400 2.371
H: -4.329 3.237 0.096
H: -5.016 3.669 -2.139
H: -4.807 5.808 -3.339
H: -3.351 7.523 -2.234
H: -2.514 7.088 -0.004
C: 6.261 0.819 -2.532
C: 5.990 0.066 -3.828
C: 5.197 0.995 -4.753
C: 5.220 -1.266 -3.734
C: 3.641 -1.318 -3.721
O: 3.293 -1.631 -2.405
C: 4.418 -1.985 -1.769
N: 5.470 -1.804 -2.419
C: 4.488 -2.335 -0.300
C: 5.085 -1.390 0.565
C: 5.256 -1.580 1.876
C: 4.991 -2.774 2.445
C: 4.343 -3.705 1.651
C: 4.105 -3.512 0.350
P: 2.669 -4.674 -0.591
C: 1.095 -3.759 -0.364
C: 0.639 -3.278 0.999
C: -0.831 -3.362 1.184
C: -1.635 -3.221 0.108
C: -1.097 -2.887 -1.202
C: 0.166 -3.748 -1.357
C: 2.829 -6.328 0.215
C: 1.858 -7.195 0.772
C: 2.149 -8.535 1.040
C: 3.391 -8.997 1.093
C: 4.404 -8.126 0.547
C: 4.160 -6.801 0.243
H: 6.636 -0.014 -1.906
H: 5.160 0.947 -2.279
H: 6.886 1.668 -2.787
H: 6.937 -0.019 -4.237
H: 5.290 2.071 -4.487
H: 4.157 0.812 -4.629
H: 5.268 0.878 -5.810
H: 5.613 -2.122 -4.380
H: 3.254 -2.093 -4.324
H: 3.199 -0.368 -3.918
H: 5.339 -0.443 0.116
H: 5.673 -0.718 2.479
H: 5.412 -2.757 3.437
H: 4.040 -4.612 2.147
H: 1.103 -2.238 1.053
H: -1.425 -3.416 2.104
H: -2.605 -3.776 0.144
H: 1.136 -3.780 1.769
H: 0.543 -4.340 -2.245
H: 0.848 -6.821 0.687
H: 1.372 -9.240 1.233
H: 3.509 -9.984 1.506
H: 5.344 -8.506 0.622
H: 5.036 -6.163 0.011
Cl: 2.007 7.766 2.254
H: 0.524 7.506 5.509
C: -5.553 -2.508 -0.930
C: -4.114 -1.998 -1.191
C: -3.451 -2.820 -2.211
C: -2.144 -3.104 -2.387
C: -1.644 -3.581 -3.657
C: -1.048 -1.296 -1.375
C: 0.351 -0.538 -1.374
O: 1.469 -0.887 -1.770
C: -2.036 -0.416 -0.875
C: -1.893 1.092 -0.656
C: -3.459 -0.828 -0.841
H: -6.252 -1.929 -0.385
H: -5.403 -3.562 -0.600
H: -6.067 -2.577 -1.879
H: -3.943 -3.278 -3.033
H: -0.877 -3.068 -4.230
H: -2.645 -3.798 -4.137
H: -0.972 -4.597 -3.630
H: 0.271 0.603 -1.136
H: -2.881 1.344 -0.206
H: -1.670 1.506 -1.670
H: -1.018 1.599 -0.181
H: -4.201 -0.052 -0.476


(2)
The following is a quantum chemistry calculation of a molecular structure, C3FKO2 at a distorted geometry, from the OMol25 dataset.

The value obtained for the electronic energy is -26239.78830 eV. Its spin multiplicity is 2. The net charge is +1. As for the gap between HOMO and LUMO (spin up / spin down): 7.5 / 9.1 eV.

Element x y z (Å)
O: -0.085 2.400 -1.906
C: 0.835 1.105 1.047
C: 0.017 1.622 -1.055
O: 1.672 1.304 1.826
C: 0.097 0.795 -0.018
F: -0.239 -0.661 -0.057
K: 0.623 -3.112 0.007


(3)
The following is a quantum chemistry calculation of 4 unconnected molecules or ions with the total composition C2H14NO3 at a distorted geometry, from the OMol25 dataset.

The value obtained for the electronic energy is -9911.31742 eV. Its spin multiplicity is 2. The net charge is +2. As for the gap between HOMO and LUMO (spin up / spin down): 11.8 / 3.1 eV. For the energy above the lowest of the compared OMol25 structures with the same formula, charge and spin, the calculation gives 173.9 kJ/mol.

Element x y z (Å)
C: -2.028 -1.204 1.074
N: -0.855 -0.529 0.356
C: 0.009 -1.558 -0.263
H: -2.065 -2.254 0.973
H: -2.932 -0.862 0.625
H: -1.983 -1.026 2.124
H: -1.255 0.144 -0.448
H: -0.240 0.054 0.930
H: -0.090 -1.630 -1.375
H: 1.041 -1.529 0.092
H: -0.263 -2.450 0.170
H: -1.470 1.282 -2.680
H: -2.196 2.455 -1.976
O: -1.472 1.882 -1.872
H: 0.951 1.940 0.595
H: 2.123 1.284 0.992
O: 1.175 1.267 1.232
H: 4.040 1.545 -0.714
H: 4.040 0.300 0.426
O: 3.470 0.887 -0.260


(4)
The following is a quantum chemistry calculation of a single C3H9N5 molecule at a distorted geometry, from the OMol25 dataset.

As for the SMILES: [H]/N=C(/NN)N/N=C\C. The value obtained for the electronic energy is -10705.07082 eV. As for the gap between HOMO and LUMO: 9.6 eV. For the energy above the lowest of the compared OMol25 structures with the same formula, charge and spin, the calculation gives 287.3 kJ/mol.

Element x y z (Å)
C: -0.606 1.900 1.496
C: -0.096 2.241 0.127
C: 0.131 -0.877 -1.354
H: -0.162 2.483 2.345
H: -0.261 0.865 1.724
H: -1.713 1.898 1.405
H: -0.045 3.271 -0.140
H: -0.330 -0.156 0.410
H: 1.028 0.071 -2.673
H: 0.520 -2.836 -1.257
H: 1.164 -2.195 0.850
H: -0.352 -2.957 0.958
N: 0.062 1.394 -0.767
N: -0.288 0.095 -0.533
N: 0.778 -0.854 -2.426
N: -0.003 -2.153 -0.773
N: 0.173 -2.189 0.609


(5)
The following is a quantum chemistry calculation of a single C24H43BO4S2 molecule at a distorted geometry, from the OMol25 dataset.

As for the SMILES: CCCCCCCC[C@](S)(OCB(O)O)[C@@H](S)O[C@@H](Cc1ccc(C)cc1)CC(C)C. The value obtained for the electronic energy is -56106.89955 eV. As for the gap between HOMO and LUMO: 8.3 eV.

Element x y z (Å)
C: 5.759 1.305 3.409
C: 6.522 0.530 2.153
C: 5.468 0.217 0.935
C: 4.381 -0.961 1.321
C: 3.405 -1.220 0.000
C: 2.527 -2.612 0.107
C: 0.898 -2.335 0.363
C: 0.258 -1.427 -0.831
C: -1.047 -2.039 -1.593
S: -2.303 -2.798 -0.364
O: -0.825 -2.839 -2.781
C: 0.332 -3.708 -2.785
B: 0.177 -5.093 -1.851
O: -1.132 -5.695 -1.483
O: 1.389 -5.754 -1.311
C: -1.869 -0.684 -2.153
S: -2.066 -0.859 -4.047
O: -3.239 -0.588 -1.632
C: -3.411 0.505 -0.667
C: -3.249 2.017 -1.280
C: -1.800 2.733 -0.848
C: -0.860 3.239 -2.132
C: 0.631 3.930 -1.946
C: 1.153 4.079 -0.368
C: 2.654 4.725 -0.138
C: 0.230 3.607 0.928
C: -1.273 2.912 0.693
C: -4.999 0.398 -0.152
C: -5.279 1.175 1.263
C: -4.332 0.701 2.516
C: -6.843 0.773 1.700
H: 5.606 2.433 3.114
H: 4.696 0.854 3.614
H: 6.386 1.205 4.420
H: 7.403 1.265 1.829
H: 7.023 -0.480 2.537
H: 4.951 1.229 0.648
H: 6.106 -0.115 -0.016
H: 3.740 -0.557 2.235
H: 5.003 -1.925 1.594
H: 2.755 -0.258 -0.198
H: 4.153 -1.329 -0.923
H: 2.727 -3.216 -0.878
H: 2.967 -3.226 1.019
H: 0.862 -1.696 1.368
H: 0.361 -3.347 0.588
H: 0.080 -0.342 -0.365
H: 1.093 -1.252 -1.666
H: -1.926 -2.201 0.881
H: 1.385 -3.183 -2.633
H: 0.403 -4.150 -3.896
H: -1.186 -5.762 -0.464
H: 1.435 -6.636 -1.793
H: -1.207 0.269 -2.010
H: -3.428 -1.116 -4.317
H: -2.693 0.363 0.252
H: -3.402 2.103 -2.438
H: -4.080 2.683 -0.759
H: -1.268 3.095 -3.241
H: 1.315 4.288 -2.840
H: 2.627 5.834 0.237
H: 3.203 3.993 0.626
H: 3.240 4.592 -1.164
H: 0.673 3.752 2.027
H: -1.902 2.550 1.612
H: -5.716 0.780 -1.013
H: -5.185 -0.766 0.008
H: -5.303 2.345 1.088
H: -3.426 1.432 2.698
H: -4.005 -0.426 2.435
H: -5.008 0.787 3.496
H: -7.529 1.714 1.823
H: -7.319 0.141 0.806
H: -6.869 0.039 2.634


(6)
The following is a quantum chemistry calculation of a molecular structure, C50H36N4O4S4Ti at a distorted geometry, from the OMol25 dataset.

The value obtained for the electronic energy is -133044.32329 eV. Its spin multiplicity is 2. The net charge is -1. As for the gap between HOMO and LUMO (spin up / spin down): 4.4 / 5.7 eV.

Element x y z (Å)
Ti: 1.016 -0.038 -0.306
C: -3.592 -2.552 -8.597
O: -2.497 -1.677 -8.511
C: -2.086 -1.281 -7.262
C: -2.728 -1.620 -6.079
C: -2.184 -1.236 -4.868
C: -0.998 -0.510 -4.795
C: -0.397 -0.121 -5.989
C: -0.927 -0.508 -7.204
C: -0.400 -0.277 -3.465
C: -0.149 -1.418 -2.710
C: -0.328 -2.761 -3.190
C: -0.357 -3.566 -2.103
C: -0.144 -2.731 -0.958
N: 0.076 -1.436 -1.357
C: -0.286 -3.156 0.355
C: 0.104 -2.398 1.463
C: 0.098 -2.858 2.806
C: 0.705 -1.888 3.554
C: 1.061 -0.841 2.661
C: 1.731 0.341 3.033
C: 2.065 0.538 4.454
C: 2.971 -0.273 5.130
C: 3.197 -0.096 6.480
C: 2.512 0.889 7.191
O: 2.775 0.986 8.540
C: 1.743 1.442 9.377
C: 1.638 1.728 6.511
C: 1.430 1.557 5.157
C: 1.921 1.403 2.163
N: 1.350 1.491 0.921
C: 1.464 2.804 0.552
C: 0.838 3.391 -0.539
C: 0.721 4.859 -0.491
C: 0.049 5.427 0.588
C: -0.069 6.798 0.727
C: 0.504 7.634 -0.223
O: 0.470 9.005 -0.182
C: -0.251 9.615 0.857
C: 1.187 7.075 -1.303
C: 1.289 5.707 -1.437
C: 0.277 2.664 -1.602
C: -0.266 3.251 -2.778
C: -0.575 2.222 -3.624
C: -0.236 1.019 -2.942
N: 0.260 1.297 -1.698
C: 2.240 3.525 1.523
C: 2.545 2.652 2.512
N: 0.663 -1.147 1.390
C: -1.071 -4.403 0.504
C: -0.530 -5.680 0.571
C: -1.352 -6.786 0.478
C: -2.728 -6.635 0.317
O: -3.460 -7.783 0.132
C: -4.758 -7.640 -0.387
C: -3.281 -5.361 0.317
C: -2.450 -4.261 0.404
H: -3.703 -2.793 -9.653
H: -4.515 -2.081 -8.240
H: -3.411 -3.479 -8.042
H: -3.640 -2.197 -6.084
H: -2.685 -1.518 -3.953
H: 0.513 0.460 -5.966
H: -0.438 -0.247 -8.131
H: -0.427 -3.042 -4.220
H: -0.472 -4.632 -2.073
H: -0.275 -3.812 3.123
H: 0.900 -1.889 4.610
H: 3.493 -1.045 4.584
H: 3.898 -0.721 7.012
H: 2.194 1.592 10.356
H: 0.943 0.695 9.447
H: 1.311 2.387 9.043
H: 1.113 2.522 7.021
H: 0.742 2.208 4.636
H: -0.392 4.776 1.331
H: -0.600 7.196 1.581
H: -0.187 10.686 0.668
H: 0.192 9.399 1.836
H: -1.304 9.307 0.852
H: 1.638 7.744 -2.020
H: 1.834 5.283 -2.267
H: -0.373 4.305 -2.956
H: -0.988 2.286 -4.615
H: 2.527 4.557 1.437
H: 3.145 2.815 3.389
H: 0.539 -5.803 0.656
H: -0.947 -7.786 0.491
H: -5.084 -8.642 -0.668
H: -4.763 -6.994 -1.273
H: -5.455 -7.232 0.356
H: -4.345 -5.207 0.230
H: -2.874 -3.268 0.362
S: 4.281 -4.255 1.634
C: 3.806 -2.957 0.776
S: 3.082 -2.842 -0.805
S: 3.915 -1.269 1.195
S: 3.162 0.194 -1.435
C: 2.847 -1.089 -0.294


(7)
The following is a quantum chemistry calculation of a molecular structure, C23H40GeMnN2OSi3, from the OMol25 dataset.

The value obtained for the electronic energy is -140985.78951 eV. Its spin multiplicity is 6. The net charge is +2. As for the gap between HOMO and LUMO (spin up / spin down): 8.7 / 8.0 eV. For the energy above the lowest of the compared OMol25 structures with the same formula, charge and spin, the calculation gives 0.0 kJ/mol.

Element x y z (Å)
Mn: -0.769 -0.198 -0.972
O: -1.102 -1.972 -2.056
C: -2.454 -2.368 -2.367
C: -3.406 -1.335 -1.822
C: -4.760 -1.473 -2.062
C: -5.629 -0.510 -1.578
C: -5.116 0.565 -0.863
C: -3.759 0.629 -0.656
N: -2.904 -0.305 -1.125
H: -0.456 -2.614 -2.381
H: -2.653 -3.343 -1.920
H: -2.568 -2.444 -3.448
H: -5.125 -2.321 -2.627
H: -6.693 -0.594 -1.756
H: -5.758 1.344 -0.477
H: -3.323 1.452 -0.101
C: 1.196 0.968 -1.287
C: 0.013 1.842 -1.639
C: -0.606 1.724 -2.891
C: -1.752 2.448 -3.193
C: -2.293 3.306 -2.244
C: -1.669 3.461 -1.005
C: -0.540 2.723 -0.701
C: -3.529 3.995 -2.520
N: -4.513 4.542 -2.742
H: 2.027 1.607 -0.980
H: 1.557 0.463 -2.184
H: -0.166 1.080 -3.645
H: -2.222 2.352 -4.163
H: -2.080 4.155 -0.283
H: -0.066 2.841 0.267
C: -1.561 0.642 2.337
Si: -0.493 -0.843 1.928
C: -1.508 -2.306 1.358
C: 0.492 -1.418 3.405
Ge: 1.477 -0.192 0.577
Si: 2.809 -2.019 -0.231
C: 1.839 -2.987 -1.510
C: 4.319 -1.235 -0.986
C: 3.233 -3.123 1.200
Si: 2.710 1.464 1.929
C: 3.843 0.441 2.982
C: 1.566 2.523 2.944
C: 3.717 2.473 0.735
H: -2.537 0.343 2.727
H: -1.738 1.319 1.494
H: -1.062 1.242 3.101
H: -2.207 -2.547 2.164
H: -0.865 -3.173 1.193
H: -2.107 -2.158 0.455
H: -0.157 -1.928 4.122
H: 0.941 -0.567 3.917
H: 1.287 -2.116 3.134
H: 1.547 -2.372 -2.367
H: 0.968 -3.466 -1.053
H: 2.479 -3.785 -1.895
H: 4.080 -0.500 -1.755
H: 4.961 -1.993 -1.445
H: 4.911 -0.735 -0.216
H: 2.349 -3.611 1.618
H: 3.720 -2.564 2.001
H: 3.923 -3.910 0.884
H: 3.307 -0.237 3.650
H: 4.462 1.094 3.604
H: 4.520 -0.148 2.360
H: 1.121 1.950 3.759
H: 0.761 2.969 2.363
H: 2.133 3.344 3.392
H: 4.514 1.871 0.293
H: 4.190 3.266 1.323
H: 3.176 2.971 -0.070


Q: Look up the electronic energy of the fifth one.
A: -56106.89955 eV